{"formula": "C33H87ClN2O10S9", "method": "ωB97M-V/def2-TZVPD", "symbols": ["C", "C", "C", "C", "C", "C", "C", "N", "C", "C", "O", "C", "C", "C", "C", "Cl", "N", "C", "C", "H", "H", "H", "H", "H", "H", "H", "H", "H", "H", "H", "H", "H", "H", "H", "H", "H", "H", "H", "H", "H", "H", "H", "H", "H", "H", "H", "H", "H", "H", "H", "H", "H", "C", "S", "O", "C", "H", "H", "H", "H", "H", "H", "C", "S", "O", "C", "H", "H", "H", "H", "H", "H", "C", "S", "O", "C", "H", "H", "H", "H", "H", "H", "C", "S", "O", "C", "H", "H", "H", "H", "H", "H", "C", "S", "O", "C", "H", "H", "H", "H", "H", "H", "C", "S", "O", "C", "H", "H", "H", "H", "H", "H", "C", "S", "O", "C", "H", "H", "H", "H", "H", "H", "C", "S", "O", "C", "H", "H", "H", "H", "H", "H", "C", "S", "O", "C", "H", "H", "H", "H", "H", "H"], "xyz": [[0.087660, -4.895851, 3.166625], [0.725164, -4.646265, 1.787965], [2.250757, -4.422786, 1.908044], [2.620449, -3.044966, 1.283246], [2.635581, -1.921069, 2.328668], [2.266186, -0.569842, 1.705355], [1.423201, 0.324507, 2.604225], [0.275046, -0.370024, 3.172814], [-1.021841, 0.077392, 2.677559], [-1.143710, -0.354675, 1.225709], [-1.152389, -1.791253, 1.150871], [-2.355857, -2.353519, 0.678141], [-3.569645, -2.217773, 1.601625], [-3.740494, -3.394362, 2.562472], [-3.327650, -3.110413, 4.004571], [-5.525415, -3.841932, 2.587160], [-1.256406, 1.504521, 2.928476], [-1.590540, 2.353401, 1.788087], [-3.069648, 2.312521, 1.349891], [0.135119, -5.946074, 3.430948], [0.590411, -4.297625, 3.918103], [-0.952426, -4.581440, 3.130781], [0.229086, -3.778739, 1.367258], [0.544080, -5.490975, 1.132746], [2.555418, -4.372169, 2.945752], [2.806685, -5.177042, 1.362185], [3.595863, -3.120965, 0.804642], [1.891719, -2.824559, 0.507387], [1.996368, -2.173353, 3.165989], [3.669515, -1.859984, 2.656443], [1.805370, -0.696303, 0.730271], [3.191871, -0.025862, 1.516746], [2.066040, 0.651415, 3.420639], [1.163137, 1.228640, 2.053757], [0.274484, -0.309429, 4.181083], [-1.739020, -0.506143, 3.247500], [-2.039389, 0.014516, 0.732470], [-0.291785, -0.037730, 0.631465], [-2.607674, -1.920261, -0.294491], [-2.178193, -3.411587, 0.504056], [-4.448541, -2.176466, 0.969103], [-3.577346, -1.285952, 2.153472], [-3.257176, -4.283456, 2.183487], [-2.894422, -2.124102, 4.124034], [-2.603332, -3.843140, 4.349351], [-4.179140, -3.176672, 4.666542], [-1.975469, 1.633573, 3.632014], [-1.430438, 3.377859, 2.116978], [-0.916988, 2.228098, 0.947304], [-3.188606, 2.459039, 0.282124], [-3.597382, 3.119396, 1.852294], [-3.547355, 1.386149, 1.650276], [0.319417, 4.607051, -1.359564], [1.566916, 3.356769, -1.671094], [1.212401, 2.157449, -0.844467], [2.909651, 4.200472, -0.841575], [-0.625820, 4.253661, -1.770153], [0.217995, 4.761684, -0.284058], [0.612736, 5.534632, -1.847375], [2.643114, 4.380142, 0.201738], [3.119259, 5.137822, -1.348986], [3.788770, 3.562816, -0.889445], [-3.608693, 5.705771, 3.931139], [-3.147705, 5.981639, 2.227394], [-1.658628, 5.960331, 2.182600], [-3.635798, 7.705918, 2.082760], [-3.319105, 4.682595, 4.169584], [-3.067587, 6.398604, 4.577116], [-4.684957, 5.819441, 4.063478], [-3.095990, 8.302224, 2.818847], [-4.711689, 7.791605, 2.235530], [-3.381618, 8.041203, 1.079443], [5.385456, 3.907786, -4.353413], [6.262587, 5.081471, -3.315557], [5.369135, 5.384809, -2.159925], [6.134636, 6.474490, -4.445108], [5.304257, 2.963231, -3.819920], [4.387379, 4.287799, -4.571600], [5.946452, 3.752941, -5.274859], [5.084266, 6.678189, -4.655220], [6.671768, 6.244207, -5.364880], [6.588935, 7.339429, -3.965207], [-4.792709, -6.141715, -2.301024], [-3.772196, -5.596531, -0.929339], [-2.499091, -6.365999, -0.986775], [-4.773442, -6.323804, 0.372002], [-4.322742, -5.826197, -3.225517], [-4.872407, -7.228170, -2.289492], [-5.779393, -5.684325, -2.218061], [-4.857601, -7.400074, 0.216511], [-5.757063, -5.858548, 0.370955], [-4.286624, -6.131292, 1.323260], [-0.761738, 1.337162, 6.333645], [-1.524213, 2.961257, 6.423386], [-2.640083, 2.960140, 5.437518], [-0.165956, 3.844593, 5.647600], [-1.472762, 0.611943, 6.724326], [-0.526772, 1.105120, 5.293578], [0.142245, 1.328251, 6.942397], [0.021486, 3.427221, 4.657117], [0.722218, 3.764514, 6.274541], [-0.455394, 4.889488, 5.555273], [4.072808, 8.810341, -1.213162], [2.565521, 8.089906, -0.556834], [1.923935, 7.350421, -1.677484], [1.665253, 9.632166, -0.360111], [4.752371, 7.989350, -1.440856], [3.845652, 9.369615, -2.121342], [4.518727, 9.462348, -0.461828], [1.593869, 10.141019, -1.321603], [2.178948, 10.259171, 0.368445], [0.668889, 9.390297, 0.003980], [-4.319452, -7.733167, -7.737329], [-3.710841, -6.545662, -6.533365], [-4.572529, -6.674723, -5.326939], [-4.264197, -5.080748, -7.415763], [-4.113714, -8.730023, -7.353805], [-5.393514, -7.603111, -7.869136], [-3.796627, -7.589785, -8.682880], [-5.342136, -5.130362, -7.569377], [-3.743339, -5.014855, -8.370933], [-4.019561, -4.213335, -6.806453], [3.057574, -4.936661, -2.142997], [2.449007, -6.532803, -1.584626], [3.302088, -6.950804, -0.442584], [3.001583, -7.467479, -3.018142], [2.848699, -4.207683, -1.361171], [4.132850, -4.989983, -2.317795], [2.535551, -4.652246, -3.057474], [4.080570, -7.360924, -3.132610], [2.484122, -7.107025, -3.907396], [2.751457, -8.512359, -2.848569], [2.537275, -1.263363, -3.963158], [3.048025, 0.365307, -3.403250], [4.105759, 0.846165, -4.340560], [3.882076, -0.200185, -1.922172], [2.024301, -1.154533, -4.916178], [3.415485, -1.898574, -4.088459], [1.856887, -1.691098, -3.226145], [4.671970, -0.903267, -2.190625], [3.156200, -0.671517, -1.259476], [4.314222, 0.664688, -1.423173]], "forces_ev_per_angstrom": [[-0.1, 0.0, -0.8], [0.4, -0.2, 1.0], [-0.3, 1.2, -1.2], [-0.1, -0.7, 0.6], [0.3, 0.1, -1.1], [0.4, 0.1, 0.3], [0.4, -0.2, 0.2], [-0.3, 0.1, -0.1], [0.3, 0.0, 0.3], [-0.1, -0.9, -0.4], [0.1, 0.0, 0.3], [-0.1, 0.4, 0.0], [-0.1, -0.4, -0.3], [-0.6, 0.6, 0.4], [0.2, -0.3, 0.1], [0.1, 0.0, 0.0], [0.0, -0.1, -0.5], [-0.5, 0.7, 0.3], [0.3, 0.1, 0.3], [0.0, -0.2, 0.3], [0.0, 0.1, 0.2], [-0.2, -0.1, 0.2], [0.1, 0.2, -0.2], [-0.2, -0.2, -0.2], [0.2, -0.4, 0.3], [0.0, -0.4, 0.3], [0.2, 0.1, -0.1], [-0.1, 0.1, -0.2], [-0.2, 0.0, 0.1], [0.1, 0.0, 0.6], [-0.3, -0.1, -0.1], [0.1, 0.2, -0.2], [0.1, 0.1, 0.2], [-0.3, 0.1, 0.0], [0.1, 0.0, -0.1], [-0.3, -0.1, 0.1], [-0.1, 0.2, 0.1], [0.1, 0.3, 0.0], [0.0, 0.1, -0.1], [0.3, -0.1, 0.0], [-0.1, -0.1, -0.2], [0.2, 0.3, 0.1], [0.1, -0.2, -0.1], [0.1, 0.1, -0.1], [0.1, 0.0, 0.0], [-0.2, 0.0, 0.1], [0.1, 0.0, 0.0], [0.3, 0.2, 0.0], [0.2, -0.4, 0.0], [0.0, 0.0, -0.2], [-0.2, 0.0, 0.0], [-0.1, -0.3, -0.1], [-0.2, 0.0, 0.0], [0.0, 0.0, 0.0], [0.0, 0.0, 0.1], [0.0, 0.0, 0.2], [0.0, -0.1, 0.0], [0.0, 0.0, 0.0], [0.1, 0.0, 0.0], [-0.1, -0.1, 0.0], [0.0, 0.0, -0.1], [0.0, 0.0, -0.1], [0.0, 0.1, 0.1], [0.0, 0.0, -0.3], [0.1, 0.0, 0.0], [-0.1, 0.1, 0.2], [0.0, 0.0, 0.0], [0.0, 0.0, 0.0], [0.0, 0.0, -0.1], [0.0, 0.0, 0.0], [0.0, 0.0, 0.0], [0.0, -0.1, 0.0], [0.0, 0.0, 0.0], [0.0, -0.1, -0.1], [0.1, 0.2, 0.0], [0.0, 0.1, 0.0], [0.0, 0.0, 0.0], [0.0, 0.0, 0.0], [0.0, 0.0, 0.0], [0.0, 0.0, 0.0], [0.0, 0.0, 0.0], [0.0, 0.0, 0.0], [-0.1, 0.0, 0.1], [-0.1, 0.0, 0.0], [0.0, 0.0, 0.0], [-0.1, -0.2, -0.1], [0.0, 0.0, 0.0], [0.0, 0.0, 0.0], [0.0, 0.0, 0.0], [0.1, 0.0, -0.1], [0.0, 0.0, 0.0], [0.0, 0.0, 0.0], [0.0, -0.2, 0.0], [0.3, 0.0, 0.0], [-0.3, -0.1, -0.2], [0.1, 0.1, -0.1], [0.0, 0.0, 0.1], [0.0, 0.2, 0.1], [0.0, 0.0, 0.0], [-0.1, -0.1, 0.0], [0.0, 0.0, 0.0], [0.0, 0.0, 0.0], [0.1, 0.0, -0.1], [0.1, -0.1, 0.1], [0.0, 0.1, -0.1], [0.0, 0.1, -0.1], [-0.1, -0.1, 0.0], [-0.1, 0.0, 0.0], [0.0, 0.0, 0.0], [0.0, 0.0, 0.0], [0.0, 0.0, 0.0], [0.0, -0.1, 0.0], [0.0, 0.0, -0.1], [0.0, 0.0, 0.0], [0.0, 0.0, -0.2], [-0.1, 0.1, -0.1], [0.0, 0.0, 0.0], [0.0, 0.0, 0.0], [0.0, 0.0, 0.0], [0.0, 0.0, 0.0], [0.0, 0.0, 0.0], [0.0, 0.0, 0.0], [0.1, 0.1, -0.1], [-0.2, 0.0, 0.1], [0.1, 0.0, 0.0], [0.1, 0.0, -0.1], [0.0, -0.1, 0.0], [0.0, -0.1, 0.0], [0.0, 0.0, 0.0], [0.0, 0.0, 0.0], [0.0, 0.0, 0.0], [0.0, 0.0, 0.1], [0.1, -0.2, 0.0], [-0.2, 0.2, 0.0], [0.1, -0.1, 0.0], [0.1, -0.2, 0.1], [0.0, 0.1, 0.0], [0.0, 0.0, 0.0], [0.0, 0.0, 0.0], [0.0, 0.0, -0.1], [0.0, 0.1, 0.0], [-0.1, 0.1, 0.0]], "multiplicity": 1, "lumo_energy_ev": 0.4, "orbital_gap_ev": 8.507, "homo_ha": -0.2991}


{"formula": "C4H11N3", "method": "ωB97M-V/def2-TZVPD", "symbols": ["C", "N", "C", "C", "H", "H", "H", "H", "H", "H", "H", "N", "C", "N", "H", "H", "H", "H"], "xyz": [[2.295862, -1.082407, 0.171785], [0.508524, 0.969546, -1.180481], [0.494715, 0.772876, 0.237832], [1.602502, 0.059335, 0.829980], [-0.376755, 1.338570, -1.512339], [0.714850, 0.117545, -1.686726], [0.299542, 1.725775, 0.728085], [1.899052, 0.342120, 1.829561], [3.168090, -0.738056, -0.401405], [2.657817, -1.809772, 0.900163], [1.654787, -1.611249, -0.541196], [-0.619802, -0.187758, 0.765786], [-3.143602, 0.313709, -0.566305], [-2.809679, -0.168135, 0.530991], [-1.116970, 0.055891, 1.610388], [-0.600405, -1.157954, 0.497147], [-2.432655, 0.733644, -1.312812], [-4.195871, 0.326320, -0.900455]], "forces_ev_per_angstrom": [[0.1, 0.1, -0.1], [-0.1, -0.1, 0.0], [-1.2, -1.2, 0.7], [1.4, 0.1, 0.2], [0.1, -0.1, 0.1], [0.0, 0.0, 0.0], [-0.1, -0.1, 0.0], [0.0, 0.0, 0.0], [0.0, -0.1, 0.0], [0.0, 0.0, 0.0], [0.0, 0.0, 0.0], [0.4, 1.7, -0.9], [0.2, 0.1, -0.4], [-1.4, -0.1, -0.3], [0.6, -0.3, -0.1], [0.2, 0.0, 0.2], [-0.2, -0.2, 0.4], [0.1, 0.0, 0.2]], "multiplicity": 1, "lumo_energy_ev": [0.7, 1.0], "de_lowest_kj_mol": 553.7, "orbital_gap_ev": [7.406, 8.702], "homo_ha": [-0.2482, -0.2838]}